(1)
C45H47N7P2Sn | wB97M-V/def2-TZVPD

Geometry (Å):
Sn: -0.51 0.39 0.26
C: -1.45 -2.93 3.00
N: -0.73 -2.03 2.05
P: -0.08 -0.55 2.62
C: 1.57 -0.80 3.23
C: 2.09 -2.08 3.45
C: 3.32 -2.21 4.06
C: 4.03 -1.09 4.45
C: 3.51 0.19 4.25
C: 2.27 0.34 3.65
C: -1.05 0.19 3.91
C: -0.89 -0.27 5.22
C: -1.62 0.33 6.24
C: -2.48 1.39 5.95
C: -2.61 1.86 4.65
C: -1.90 1.26 3.63
P: -0.94 -2.12 0.37
C: -2.46 -2.87 -0.12
C: -3.45 -2.09 -0.73
C: -4.62 -2.69 -1.18
C: -4.81 -4.05 -1.01
C: -3.82 -4.83 -0.40
C: -2.65 -4.25 0.03
C: 0.42 -2.94 -0.45
C: 1.72 -2.84 0.05
C: 2.77 -3.42 -0.65
C: 2.52 -4.09 -1.84
C: 1.22 -4.18 -2.35
C: 0.17 -3.60 -1.66
H: -1.95 -2.33 3.76
H: -0.75 -3.61 3.48
H: -2.20 -3.50 2.47
H: 1.53 -2.96 3.15
H: 3.72 -3.20 4.24
H: 5.00 -1.20 4.93
H: 4.07 1.06 4.57
H: 1.85 1.33 3.53
H: -0.20 -1.07 5.45
H: -1.51 -0.02 7.26
H: -3.03 1.86 6.76
H: -3.25 2.71 4.46
H: -1.97 1.67 2.62
H: -3.28 -1.03 -0.89
H: -5.38 -2.10 -1.68
H: -5.72 -4.52 -1.36
H: -3.97 -5.90 -0.29
H: -1.87 -4.87 0.47
H: 1.92 -2.32 0.98
H: 3.77 -3.36 -0.26
H: 3.33 -4.56 -2.37
H: 1.04 -4.72 -3.27
H: -0.84 -3.70 -2.05
C: -4.92 1.63 -1.76
N: -5.10 2.05 -0.33
C: -6.30 1.40 0.28
C: -3.86 1.83 0.51
C: -2.71 2.71 0.08
C: -2.96 4.08 -0.03
C: -1.99 4.97 -0.46
C: -0.72 4.51 -0.78
C: -0.43 3.16 -0.62
C: -1.41 2.26 -0.20
H: -5.79 1.93 -2.33
H: -4.83 0.55 -1.78
H: -4.03 2.10 -2.16
H: -5.28 3.06 -0.35
H: -6.15 0.32 0.29
H: -7.17 1.64 -0.32
H: -6.44 1.77 1.29
H: -3.63 0.76 0.42
H: -4.16 2.03 1.54
H: -3.93 4.49 0.24
H: -2.22 6.03 -0.54
H: 0.05 5.19 -1.12
H: 0.57 2.82 -0.84
C: 0.62 -0.16 -3.01
C: 1.62 0.09 -1.95
N: 1.35 0.39 -0.66
C: 2.57 0.55 0.00
C: 3.56 0.35 -0.90
N: 2.94 0.07 -2.10
C: 3.73 -0.28 -3.33
N: 4.81 0.60 -3.50
N: 6.01 0.27 -2.89
N: 6.85 1.18 -3.13
C: 6.26 2.16 -3.92
C: 6.81 3.33 -4.45
C: 5.97 4.11 -5.21
C: 4.63 3.74 -5.45
C: 4.08 2.59 -4.93
C: 4.94 1.80 -4.16
H: -0.39 0.03 -2.65
H: 0.67 -1.20 -3.36
H: 0.79 0.49 -3.87
H: 2.64 0.79 1.05
H: 4.63 0.39 -0.81
H: 3.06 -0.28 -4.19
H: 4.13 -1.28 -3.17
H: 7.84 3.59 -4.27
H: 6.35 5.02 -5.65
H: 4.02 4.38 -6.07
H: 3.06 2.30 -5.15

Its net charge is +4. The calculation puts the max |F| at 0.57 eV Å⁻¹. The HOMO-LUMO gap comes out at 5.18 eV. As for the molar mass: 866.579 g mol⁻¹.

---

(2)
C45H48BrN4O2Pd | wB97M-V/def2-TZVPD

Geometry (Å):
Pd: -0.82 -0.37 -0.93
C: -3.11 2.39 0.33
C: -2.61 2.51 1.77
C: -1.23 3.17 1.78
C: -2.67 1.17 2.46
C: -3.59 1.03 3.50
C: -3.70 -0.13 4.23
C: -2.89 -1.20 3.92
C: -1.99 -1.13 2.87
C: -1.10 -2.32 2.58
C: -1.89 -3.63 2.53
C: 0.00 -2.43 3.64
C: -1.86 0.06 2.13
N: -0.91 0.14 1.11
C: 0.35 0.46 1.44
C: 1.36 0.54 0.44
N: 1.06 0.38 -0.84
C: 2.05 0.32 -1.81
C: 2.32 1.43 -2.64
C: 3.28 1.29 -3.63
C: 4.00 0.12 -3.80
C: 3.74 -0.96 -2.97
C: 2.77 -0.88 -1.99
C: 2.46 -2.09 -1.13
C: 2.24 -3.33 -1.99
C: 3.58 -2.33 -0.11
C: 1.63 2.76 -2.50
C: 0.13 2.66 -2.74
C: 1.92 3.43 -1.16
C: 2.62 0.91 1.07
C: 3.91 1.14 0.65
C: 4.87 1.50 1.61
C: 4.57 1.66 2.94
C: 3.25 1.45 3.41
C: 2.77 1.57 4.73
C: 1.44 1.34 5.00
C: 0.51 0.97 4.02
C: 0.94 0.82 2.71
C: 2.32 1.07 2.45
H: -3.11 3.37 -0.16
H: -4.13 2.00 0.30
H: -2.45 1.73 -0.23
H: -3.29 3.18 2.32
H: -0.57 2.69 1.06
H: -0.77 3.10 2.76
H: -1.31 4.21 1.51
H: -4.21 1.88 3.75
H: -4.40 -0.19 5.05
H: -2.95 -2.11 4.51
H: -0.60 -2.15 1.62
H: -2.16 -3.96 3.53
H: -1.29 -4.41 2.05
H: -2.80 -3.50 1.95
H: -0.44 -2.53 4.64
H: 0.63 -1.55 3.64
H: 0.62 -3.31 3.45
H: 3.48 2.13 -4.28
H: 4.75 0.05 -4.57
H: 4.32 -1.87 -3.08
H: 1.53 -1.90 -0.57
H: 3.16 -3.66 -2.47
H: 1.50 -3.11 -2.76
H: 1.86 -4.15 -1.38
H: 4.53 -2.51 -0.61
H: 3.35 -3.19 0.51
H: 3.70 -1.46 0.54
H: 2.05 3.41 -3.28
H: -0.35 1.99 -2.02
H: -0.07 2.26 -3.74
H: -0.35 3.63 -2.67
H: 1.43 2.90 -0.34
H: 1.55 4.45 -1.17
H: 2.99 3.45 -0.95
H: 4.20 1.03 -0.39
H: 5.89 1.67 1.28
H: 5.34 1.94 3.65
H: 3.45 1.86 5.52
H: 1.08 1.44 6.02
H: -0.52 0.80 4.30
Br: -1.14 -3.36 -0.77
C: -2.82 -2.43 -0.73
C: -4.00 -3.07 -0.46
C: -5.17 -2.31 -0.59
C: -5.07 -1.03 -1.12
C: -3.83 -0.50 -1.43
N: -2.70 -1.18 -1.15
C: -3.63 0.71 -2.39
O: -4.66 1.14 -2.92
O: -2.44 1.03 -2.57
H: -4.03 -4.11 -0.17
H: -6.13 -2.74 -0.33
H: -5.94 -0.43 -1.34
C: -0.23 -1.06 -6.24
C: -1.14 -0.36 -5.23
C: -0.75 -0.71 -3.89
N: -0.39 -1.07 -2.85
H: -0.56 -0.84 -7.26
H: -0.25 -2.14 -6.09
H: 0.80 -0.72 -6.13
H: -2.18 -0.66 -5.36
H: -1.09 0.73 -5.33

Its net charge is -1. Its expectation value of S² is 2.03. The calculation puts the max |F| at 1.96 eV Å⁻¹. The HOMO-LUMO gap (spin up / spin down) comes out at 4.98 / 6.80 eV. As for the molar mass: 863.229 g mol⁻¹. The spin multiplicity is 3.